6 unconnected molecules or ions with the total composition C44H100N6O5 in a non-equilibrium geometry, computed with ωB97M-V with the def2-TZVPD basis set.

**F_max**: 0.133 hartree/bohr
**Multiplicity**: 1
**Charge**: +4
**M**: 793.3 u
**E**: -66386.0153 eV
**Highest occupied orbital energy**: -16.7 eV
**HOMO-LUMO gap**: 8.5 eV

```
155
Properties=species:S:1:pos:R:3:forces:R:3:mulliken_charge:R:1
N -1.0171 -0.3561 -1.4693 0.874 -0.159 -1.265 0.75
O -1.1895 -1.5407 -1.8288 -0.231 -0.596 0.210 -0.62
O -1.4952 0.5633 -2.1342 -1.238 0.838 -0.989 -0.70
O -0.2495 -0.0637 -0.5653 0.801 -0.313 1.759 -0.30
C 1.7170 4.9542 -5.1882 -0.309 -0.183 -1.208 -1.24
C 0.7248 3.7971 -5.5103 1.189 1.457 -0.436 -0.82
C 0.8771 2.6153 -4.5737 0.262 0.520 -0.421 0.36
C 2.0771 1.7173 -5.0373 -0.959 -0.475 0.306 -0.91
N 2.1394 0.3688 -4.3175 -2.509 -1.342 -0.742 0.38
C 3.2165 -0.6351 -4.8103 0.643 2.693 0.066 -0.56
C 2.7832 -2.0678 -4.6861 -0.779 -0.016 -0.019 -0.84
C 1.2751 -1.9592 -4.4131 -0.479 0.438 0.900 -0.02
C 0.9104 -0.4669 -4.7189 -0.400 -0.375 0.986 -0.97
C 2.0131 0.6295 -2.7865 1.257 -1.233 -1.219 -0.29
C 3.2098 1.4518 -2.2913 -1.443 0.634 -0.014 -0.74
C 3.4269 1.2881 -0.7903 1.296 -0.307 -0.269 -1.42
H 2.7161 4.6093 -5.4546 0.191 0.162 0.218 0.32
H 1.7396 5.4205 -4.2033 -0.334 -0.533 0.240 0.31
H 1.4889 5.7677 -5.8769 0.149 0.079 -0.038 0.43
H 0.9420 3.4918 -6.5339 0.175 -0.106 -0.181 0.33
H -0.2895 4.1799 -5.6229 -0.159 -0.159 0.702 0.46
H -0.0754 2.1162 -4.7519 0.194 -0.741 0.751 0.01
H 0.9453 3.0884 -3.5940 -0.008 -0.714 0.322 0.06
H 3.1097 2.0613 -4.9772 -0.371 0.749 -0.146 0.41
H 1.7374 1.5448 -6.0586 0.913 -0.451 -0.225 0.56
H 4.0997 -0.2399 -4.3083 0.439 -0.809 -0.368 0.54
H 3.2349 -0.4292 -5.8805 0.486 0.412 0.105 0.38
H 3.3092 -2.6495 -3.9292 -0.001 0.073 -0.181 0.27
H 2.8810 -2.5068 -5.6790 0.521 -0.270 0.284 0.39
H 1.0649 -2.2611 -3.3871 -0.092 0.514 0.238 -0.45
H 0.6973 -2.6941 -4.9737 -0.012 0.344 -0.471 0.66
H 0.1070 0.0195 -4.1657 -0.378 -0.776 0.118 0.38
H 0.6390 -0.3988 -5.7724 0.674 0.483 -0.167 0.56
H 2.0015 -0.3881 -2.3961 0.054 0.090 0.449 0.43
H 1.0239 1.0602 -2.6311 0.238 0.128 0.106 0.14
H 2.9819 2.4919 -2.5249 0.055 0.181 0.050 0.37
H 4.1092 1.2385 -2.8689 0.098 -0.277 0.275 0.36
H 4.2167 1.9691 -0.4731 -0.128 0.285 0.039 0.51
H 3.9016 0.3144 -0.6690 -0.351 -0.302 0.426 0.43
H 2.5732 1.4051 -0.1228 -0.200 -0.084 -0.413 0.11
C 0.1642 -3.1280 5.1904 0.300 -0.101 -1.184 -1.29
C 0.1373 -2.3598 3.7533 1.305 -1.623 1.948 -0.24
C -0.0300 -3.2134 2.4439 0.430 0.975 -0.311 -0.15
C 0.9907 -4.3330 2.1396 -1.741 0.004 1.327 -0.92
N 0.8028 -4.9390 0.7854 -0.216 -0.773 -0.259 0.46
C 1.0620 -3.9647 -0.3331 0.467 -0.305 -1.179 -1.03
C 1.3723 -4.8234 -1.6090 -0.654 -1.007 1.638 -0.30
C 1.9137 -6.1347 -0.9460 0.839 -0.580 -0.281 -0.92
C 1.8985 -5.9703 0.5649 -0.380 0.763 -0.423 -0.58
C -0.5956 -5.6048 0.6071 -0.388 1.583 0.088 -1.00
C -1.1456 -6.4426 1.7633 -0.252 -0.526 0.314 -0.35
C -2.5893 -7.0033 1.4825 1.407 0.399 -0.882 -1.35
H -0.5516 -3.9499 5.2067 -0.227 0.177 0.057 0.34
H 0.0299 -2.5192 6.0845 -0.654 0.533 -0.451 0.27
H 1.1165 -3.5796 5.4683 0.331 -0.201 -0.751 0.37
H 1.1263 -1.9241 3.6114 0.237 0.210 0.245 -0.13
H -0.5078 -1.4956 3.9118 -0.507 -0.347 -0.833 0.45
H 0.2491 -2.4936 1.6744 -0.845 0.377 -0.324 0.02
H -1.0327 -3.6012 2.2642 -0.063 0.249 0.202 0.41
H 0.7129 -5.1582 2.7953 1.001 -0.036 0.344 0.49
H 2.0093 -3.9558 2.2304 0.013 -0.389 0.055 0.44
H 0.2524 -3.2584 -0.5170 0.022 0.063 0.437 0.63
H 1.9915 -3.4823 -0.0308 -0.156 0.417 -0.028 0.41
H 0.4484 -5.0887 -2.1228 -0.056 0.260 -0.069 0.33
H 2.0244 -4.3531 -2.3449 0.159 0.026 0.413 0.09
H 1.3437 -7.0367 -1.1686 -0.099 0.241 -0.488 0.30
H 2.9474 -6.3621 -1.2066 -0.077 0.024 -0.326 0.43
H 1.6874 -6.8954 1.1012 0.055 0.252 0.115 0.47
H 2.8170 -5.4948 0.9088 -0.033 -0.232 0.204 0.49
H -0.5875 -6.1202 -0.3533 0.231 -0.287 0.258 0.61
H -1.1997 -4.7139 0.4355 -0.410 -0.130 0.044 0.58
H -1.2579 -5.8951 2.6991 0.448 0.320 -0.094 0.25
H -0.4103 -7.2318 1.9200 -0.266 -0.350 0.313 0.36
H -2.4848 -7.6589 0.6180 -0.500 0.037 -0.143 0.34
H -3.2064 -6.1345 1.2536 -0.269 -0.217 -0.148 0.34
H -3.0659 -7.5809 2.2746 0.490 0.218 0.211 0.39
C 1.1044 -0.2127 8.3758 0.735 -0.049 -1.084 -1.22
C 1.8466 1.0150 7.7815 -0.495 -0.047 0.391 -0.71
C 2.4515 0.8480 6.3570 0.320 1.564 0.584 0.24
C 3.0556 2.2443 5.9806 -0.841 -0.450 -2.318 -1.18
N 3.7937 2.1659 4.5525 1.216 -0.708 -0.266 0.26
C 5.0593 1.3172 4.7068 0.548 1.807 2.065 -0.73
C 6.1872 2.0433 3.9482 -0.034 -0.442 -0.939 -0.79
C 5.6378 3.3245 3.2244 -2.097 -1.568 1.043 -0.38
C 4.3176 3.5751 4.0946 0.874 -0.671 0.226 -0.72
C 3.0402 1.4241 3.3782 -0.516 2.059 1.176 -1.02
C 1.6916 2.1296 3.0586 1.040 -0.235 1.572 -0.57
C 0.8680 1.2000 2.2498 -1.509 -0.200 -1.695 -0.41
H 1.8355 -1.0198 8.4234 -0.160 -0.225 0.314 0.34
H 0.3272 -0.5354 7.6832 -0.087 -0.004 -0.117 0.22
H 0.6095 -0.0924 9.3396 0.408 0.388 -0.017 0.41
H 2.6159 1.3781 8.4630 0.275 -0.348 0.062 0.39
H 1.1511 1.8543 7.7791 -0.193 0.101 -0.374 0.39
H 1.6996 0.5288 5.6353 -0.157 0.188 -0.024 0.02
H 3.2715 0.1335 6.2843 -0.060 -0.242 0.464 0.28
H 3.7069 2.6975 6.7279 0.672 -0.604 -0.271 0.57
H 2.3387 3.0480 5.8125 -0.576 -0.381 0.055 0.56
H 4.8837 0.2417 4.6826 -0.102 0.191 -1.174 0.57
H 5.3755 1.4041 5.7463 -0.373 0.201 0.285 0.44
H 6.5949 1.2699 3.2973 0.550 0.603 -0.344 0.31
H 6.9456 2.3808 4.6547 0.013 -0.330 -0.082 0.39
H 5.3013 3.1121 2.2097 0.333 0.027 -0.103 0.00
H 6.3613 4.1398 3.2208 -0.357 -0.001 0.167 0.44
H 3.4843 4.1214 3.6529 0.230 -0.146 -0.190 0.43
H 4.6125 4.1021 5.0020 -0.147 -0.126 0.127 0.50
H 3.0673 0.3631 3.6265 -0.765 0.195 0.277 0.45
H 3.6210 1.4976 2.4587 0.573 0.239 0.276 0.55
H 1.9212 3.0915 2.6001 -0.013 -0.220 -0.495 0.47
H 1.1320 2.4301 3.9443 0.247 -0.276 0.377 0.44
H 1.3665 0.2736 1.9645 0.075 0.049 -0.065 0.22
H 0.5343 1.6900 1.3352 0.253 -0.185 -0.335 -0.67
H -0.0978 0.9201 2.6707 0.216 -0.108 0.572 0.54
C -4.8128 -3.2903 -7.7820 -0.269 1.598 0.927 -1.01
C -4.5800 -3.0382 -6.2817 -6.641 -0.983 1.322 0.49
O -5.5763 -2.9256 -5.4947 6.119 -0.157 -2.936 -0.41
N -3.1735 -3.1083 -5.8247 1.094 1.468 2.423 -0.05
H -2.7128 -3.9461 -6.1501 -0.056 -0.683 -0.089 0.40
H -2.5774 -2.3499 -6.1241 -0.295 0.416 -1.713 0.43
C -2.8535 -2.7677 -4.3352 -0.061 -0.700 -0.158 -0.86
H -5.8044 -2.8701 -7.9500 -0.075 -0.064 0.043 0.33
H -4.8926 -4.3197 -8.1315 0.623 -0.100 0.331 0.35
H -4.1467 -2.6389 -8.3476 0.322 -0.508 -0.335 0.37
H -3.1087 -1.7190 -4.1829 -0.797 -0.380 0.272 0.43
H -1.7703 -2.7410 -4.2165 0.058 -0.513 -0.194 0.10
H -3.3001 -3.5419 -3.7113 -0.141 0.643 0.154 0.40
C -1.6509 3.3163 -0.5794 1.117 -0.979 0.764 -0.73
C -2.8218 2.6641 0.1586 -0.998 0.189 -0.527 -0.62
N -4.1575 3.3739 -0.1228 -1.894 0.036 -0.443 0.52
C -4.3405 3.3286 -1.6569 1.180 0.742 0.430 -1.00
C -5.3399 2.4990 0.3776 1.631 -1.791 1.264 -0.58
C -5.2434 2.0503 1.9008 -0.689 1.579 -1.743 -1.10
C -4.1737 4.8491 0.4539 -0.604 -0.729 -1.402 -0.60
C -5.5706 5.4976 0.6979 -0.365 -0.711 -0.258 -0.90
O -6.4810 5.3370 -0.4340 1.244 0.245 1.117 -0.32
C -7.7851 5.9223 -0.1955 0.142 -0.788 -0.954 -0.81
H -0.7708 2.7049 -0.3798 0.024 -0.337 0.647 -0.41
H -1.3628 4.2878 -0.1778 -0.429 0.215 -0.358 0.57
H -1.5628 3.2079 -1.6604 -0.995 0.507 -0.039 0.29
H -2.7058 2.5672 1.2380 0.218 0.661 -0.019 0.41
H -3.0603 1.6428 -0.1383 0.549 -0.025 -0.471 0.41
H -3.5734 4.0007 -2.0415 -0.622 0.470 -0.195 0.41
H -5.3580 3.5635 -1.9691 0.240 0.210 0.326 0.35
H -3.9928 2.3763 -2.0575 -0.395 -0.369 0.513 0.39
H -5.2302 1.6060 -0.2377 0.066 -0.127 -0.020 0.55
H -6.3467 2.8412 0.1381 0.496 0.974 0.077 0.46
H -4.3598 1.5074 2.2364 -0.141 -0.053 -0.397 0.25
H -6.1600 1.4729 2.0217 0.202 -0.087 0.458 0.42
H -5.3307 2.9923 2.4422 -0.062 -0.282 0.570 0.30
H -3.6465 5.4089 -0.3186 0.045 0.076 0.150 0.45
H -3.5499 4.8004 1.3465 -0.341 0.189 0.109 0.39
H -5.4152 6.5289 1.0147 0.299 0.463 -0.771 0.58
H -5.9863 5.1347 1.6379 -0.467 -0.805 -0.121 0.35
H -8.4407 5.6869 -1.0339 0.431 -0.332 -0.373 0.27
H -7.7415 7.0101 -0.2489 0.044 -0.005 1.034 0.32
H -8.2515 5.3668 0.6181 0.027 0.896 0.632 0.35
```
Forces are in eV/Å.